Entry 1:
Below is a cluster of 3 separate species, C4H8O2 in total at a distorted geometry, with properties calculated with the ωB97M-V functional and the def2-TZVPD basis.

## Properties
* orbital gap: 9.85 eV
* LUMO energy: 1.01 eV
* E: -307.5990 hartree
* molar mass: 88.106 g mol⁻¹

ORCA input file:
```
! wB97M-V def2-TZVPD RIJCOSX def2/J DEFGRID3
* xyz 0 1
C 2.05414 -0.02152 -0.56239
O 1.06033 -0.98264 -0.26193
C -0.18947 -0.67778 -0.68347
C -1.25670 -1.37903 -0.31089
C -0.30322 2.35828 0.59953
O -1.30159 2.89175 0.51170
H 3.00963 -0.45971 -0.26803
H 2.07921 0.20063 -1.63803
H 1.88585 0.90600 -0.00301
H -0.26350 0.16360 -1.37525
H -2.23693 -1.13171 -0.70077
H -1.15841 -2.21486 0.37417
H -1.71218 -0.02064 1.84181
H -1.66718 0.36764 2.47658
*
```

---

Entry 2:
Below is a structure of composition C8H20NO7Sr at a distorted geometry, with properties calculated with the ωB97M-V functional and the def2-TZVPD basis.

## Properties
* orbital gap: 8.29 eV
* LUMO energy: -3.39 eV
* E: -928.6496 hartree
* molar mass: 329.868 g mol⁻¹

ORCA input file:
```
! wB97M-V def2-TZVPD RIJCOSX def2/J DEFGRID3
* xyz 1 1
Sr 0.24066 -0.10998 0.41803
N 2.10118 -0.82011 3.31172
O 2.19938 -0.53775 4.49763
O 2.51337 -1.86801 2.80323
O 1.58574 0.06564 2.49633
C -1.79434 -1.76399 -2.13859
O -1.84319 -1.23613 -0.81490
C -2.30366 -2.18132 0.15270
C -2.62845 -1.43546 1.42373
O -1.39137 -1.10399 2.05187
C -1.50552 -0.69824 3.43327
H -0.93863 -2.44272 -2.25887
H -1.70367 -0.97353 -2.87082
H -2.69206 -2.35217 -2.33857
H -1.44818 -2.83959 0.36962
H -3.14896 -2.80021 -0.15022
H -3.24161 -2.05887 2.08333
H -3.22946 -0.53798 1.22238
H -1.89241 -1.52771 4.02547
H -2.20974 0.13254 3.53267
H -0.50970 -0.40373 3.74731
C 2.48999 2.76517 0.37488
O 2.01179 1.64417 -0.38996
C 2.37989 1.63706 -1.76479
C 1.63674 0.46843 -2.38918
O 0.23949 0.46392 -2.05561
C -0.44241 1.58588 -2.65061
H 2.63567 2.40090 1.39416
H 1.74366 3.55621 0.38298
H 3.47436 3.07044 0.02553
H 3.46056 1.50805 -1.88778
H 2.15401 2.61286 -2.21538
H 2.15239 -0.39972 -1.96212
H 1.74240 0.47566 -3.47475
H -1.50091 1.35127 -2.68783
H -0.04489 1.84959 -3.63424
H -0.29213 2.50338 -2.06260
*
```

---

Entry 3:
Below is an isolated molecule of C18H19N3O2S, with properties calculated with the ωB97M-V functional and the def2-TZVPD basis.

## Properties
* orbital gap: 8.82 eV
* LUMO energy: 0.38 eV
* E: -1410.2855 hartree
* SMILES: CN(C)CCNC(=O)c1ccc2c(c1)NC(=O)c1ccccc1S2
* molar mass: 341.436 g mol⁻¹

ORCA input file:
```
! wB97M-V def2-TZVPD RIJCOSX def2/J DEFGRID3
* xyz 0 1
C -6.36021 -0.74482 0.44443
N -5.88508 0.18251 -0.56005
C -6.39405 1.51863 -0.34349
C -4.46233 0.11958 -0.79511
C -3.55262 0.53176 0.38466
N -2.15810 0.36405 0.05365
C -1.45614 -0.72706 0.44757
O -1.91209 -1.57838 1.18429
C -0.05821 -0.79769 -0.07965
C 0.48089 -2.05485 -0.33714
C 1.76730 -2.16830 -0.82362
C 2.53806 -1.03550 -1.03605
C 2.03018 0.22936 -0.74224
C 0.72045 0.33383 -0.27908
N 2.75620 1.40275 -0.95770
C 4.03434 1.75950 -0.62269
O 4.39017 2.90702 -0.79808
C 4.92751 0.76148 0.02248
C 5.71370 1.22894 1.07449
C 6.62437 0.40253 1.70316
C 6.78091 -0.90568 1.27305
C 6.01608 -1.38210 0.22461
C 5.08960 -0.55587 -0.39358
S 4.15627 -1.22658 -1.75556
H -5.93252 -1.72756 0.25785
H -7.44500 -0.81585 0.36346
H -6.11176 -0.44090 1.47144
H -6.01964 2.17867 -1.12440
H -7.48156 1.48908 -0.40961
H -6.12349 1.93808 0.63718
H -4.24045 0.76053 -1.65551
H -4.21585 -0.91075 -1.06821
H -3.74667 -0.11021 1.24583
H -3.72936 1.57598 0.65714
H -1.78807 0.94593 -0.68086
H -0.12496 -2.92888 -0.15763
H 2.18633 -3.13419 -1.05848
H 0.33182 1.31673 -0.05117
H 2.20239 2.20713 -1.23199
H 5.59844 2.25872 1.37746
H 7.22029 0.78109 2.51944
H 7.50019 -1.55414 1.74993
H 6.13271 -2.39456 -0.13022
*
```

---

Entry 4:
Below is a structure of composition C22H39AlCl2N4O3S at a distorted geometry, with properties calculated with the ωB97M-V functional and the def2-TZVPD basis.

## Properties
* orbital gap: 6.83 eV
* LUMO energy: 0.26 eV
* E: -2867.5672 hartree
* molar mass: 537.534 g mol⁻¹

ORCA input file:
```
! wB97M-V def2-TZVPD RIJCOSX def2/J DEFGRID3
* xyz 0 1
O 0.15385 0.03617 -1.97883
C -0.81780 0.30586 -2.92839
C -0.48512 1.64173 -3.63702
C 0.37196 2.59676 -3.07647
H 0.81000 2.39934 -2.07579
C 0.62316 3.79312 -3.74078
H 1.30047 4.50618 -3.27407
C 0.00837 4.06001 -4.96731
H 0.18170 5.00328 -5.46958
C -0.84942 3.09964 -5.51854
H -1.34309 3.28750 -6.46900
C -1.08651 1.89381 -4.87704
H -1.75650 1.10949 -5.27393
H -0.75301 -0.48018 -3.70920
C -2.74541 -1.13842 -2.07004
C -2.28142 0.24338 -2.40705
H -3.83627 -1.15850 -2.02373
H -2.35513 -1.43276 -1.08101
H -2.39086 -1.86231 -2.82018
C -2.89963 1.38741 -2.07968
C -4.19790 1.46916 -1.33922
H -2.41754 2.34103 -2.30219
H -4.92555 1.96411 -1.99345
H -4.07332 2.10983 -0.46663
H -4.60539 0.51068 -1.02635
Al 0.16483 0.00525 -0.17702
Cl 0.79431 2.18387 0.11774
Cl -1.90612 0.39948 0.50822
H 4.66719 1.31541 -2.75364
H 4.95530 1.70040 -0.09191
C 3.60585 1.36748 -2.48178
C 3.87214 1.57493 -0.00090
N 3.39982 0.81155 -1.15579
H 3.01887 0.77103 -3.19325
C 2.74540 -0.33205 -1.03635
O 1.99763 -0.61112 -0.04601
H 3.62208 1.04126 0.91886
H 2.76645 -1.00796 -1.91402
H 3.26945 2.40983 -2.52141
H 3.38940 2.55510 0.00562
H -0.55935 -5.32200 0.61681
H 1.27846 -5.72816 -1.28890
C -1.03136 -4.72143 -0.17058
C 0.76094 -4.95816 -1.87345
N -0.00570 -4.09242 -0.99307
H -1.69354 -3.97845 0.27159
C 0.28273 -2.79465 -0.98020
O -0.24161 -1.95261 -0.16984
H 1.49378 -4.34374 -2.40646
H 1.01053 -2.46607 -1.73104
H -1.60417 -5.39689 -0.81421
H 0.09394 -5.44334 -2.59570
C 2.35820 -0.09714 3.54969
N 1.19822 0.00661 4.43580
C 1.44704 -0.10718 5.86810
C 0.00408 -0.10418 3.82450
S 0.13697 -0.78700 2.25996
N -1.17455 0.12175 4.43938
C -1.51256 0.08549 5.86544
C -2.36776 0.16576 3.61196
H 3.26053 -0.20540 4.14850
H 2.41189 0.80845 2.91866
H 2.25380 -0.99380 2.88324
H 1.12726 0.81264 6.37380
H 1.00547 -1.01961 6.30320
H 2.53182 -0.19204 5.98410
H -2.06902 0.99928 6.09109
H -2.18198 -0.76418 6.04211
H -0.64550 0.00960 6.52268
H -2.34265 1.05319 2.96485
H -2.41922 -0.72636 2.97407
H -3.25343 0.20226 4.24990
*
```